Molecular formula: C25H32BeI2N3O4SSb
Method: DFT, the ωB97M-V functional and the def2-TZVPD basis

Output
Total charge   0
Strongest force on any atom   0.0133 Eh/bohr
Gap between HOMO and LUMO   0.2264 hartree
Energy   -73082.224 eV
E_LUMO   -1.33 eV

XYZ file:
```
69
C25H32BeI2N3O4SSb (the ωB97M-V functional and the def2-TZVPD basis)
Be -0.667 -0.071 1.454
I -7.106 -2.477 1.667
C -5.093 -2.077 1.193
C -4.161 -3.102 1.230
C -2.831 -2.809 0.988
I -1.349 -4.280 1.157
C -2.407 -1.507 0.701
O -1.124 -1.202 0.546
C -3.381 -0.495 0.640
C -2.888 0.889 0.325
N -1.868 1.325 1.320
C -2.422 1.585 2.665
C -1.773 0.670 3.673
C -1.859 0.837 5.042
C -1.278 -0.115 5.868
C -0.666 -1.224 5.297
C -0.592 -1.305 3.923
N -1.103 -0.353 3.131
C -4.713 -0.779 0.893
H -4.464 -4.112 1.467
H -3.720 1.596 0.271
H -2.379 0.872 -0.641
H -1.458 2.181 0.960
H -3.496 1.377 2.664
H -2.299 2.628 2.958
H -2.359 1.700 5.461
H -1.302 0.005 6.942
H -0.232 -2.006 5.903
H -0.123 -2.136 3.410
H -5.452 0.012 0.860
C -0.807 -0.254 -5.039
C -0.384 -0.973 -3.764
Sb 0.395 0.230 -2.113
C 2.395 0.669 -2.882
C 2.658 0.448 -4.365
C -0.665 2.097 -2.652
C -0.051 2.980 -3.732
H -1.118 -0.981 -5.793
H 0.011 0.327 -5.463
H -1.650 0.416 -4.862
H 0.397 -1.704 -3.980
H -1.232 -1.515 -3.342
H 3.045 0.025 -2.290
H 2.626 1.697 -2.596
H 2.489 -0.594 -4.641
H 3.702 0.680 -4.588
H 2.028 1.081 -4.991
H -0.756 2.661 -1.716
H -1.678 1.790 -2.928
H 1.004 3.173 -3.532
H -0.563 3.944 -3.781
H -0.131 2.515 -4.713
N 0.911 0.743 1.617
C 2.162 0.229 1.036
C 3.144 1.138 0.668
C 4.373 0.666 0.238
C 4.601 -0.702 0.192
C 3.602 -1.602 0.525
C 2.363 -1.135 0.941
S 6.331 -1.246 0.071
O 6.278 -2.606 -0.422
O 6.679 -1.115 1.480
O 6.966 -0.284 -0.807
H 0.850 1.710 1.306
H 1.081 0.805 2.621
H 2.960 2.206 0.748
H 5.174 1.327 -0.068
H 3.821 -2.659 0.447
H 1.554 -1.812 1.201
```

***

Molecular formula: C5H14N
Method: DFT, the ωB97M-V functional and the def2-TZVPD basis

Output
Total charge   +1
Relative energy (zero: lowest compared OMol25 entry of this formula, charge and spin)   529.6 kJ/mol
Strongest force on any atom   0.0830 Eh/bohr
Gap between HOMO and LUMO   0.1561 hartree
Energy   -6890.373 eV
E_LUMO   -8.34 eV

XYZ file:
```
20
C5H14N (the ωB97M-V functional and the def2-TZVPD basis)
C 1.803 -0.120 -0.641
C 0.682 -1.157 -0.442
C -0.565 -0.624 0.298
C -1.228 0.551 -0.394
C -2.613 0.736 0.221
N 2.233 0.451 0.645
H 1.532 0.671 -1.360
H 2.645 -0.590 -1.094
H 0.376 -1.549 -1.456
H 1.112 -1.976 0.116
H -1.263 -1.473 0.395
H -0.251 -0.294 1.290
H -0.621 1.454 -0.323
H -1.298 0.368 -1.542
H -3.387 0.091 -0.272
H -2.878 1.776 0.448
H -2.585 0.257 1.305
H 1.761 1.339 0.835
H -2.500 -0.134 2.244
H 3.255 0.592 0.649
```